1.
One molecule with the formula C3H3N3O. Source: the Open Molecules 2025 dataset; level of theory: ωB97M-V/def2-TZVPD.

Values from the calculation:
E_HOMO: -9.25 eV
Structure (SMILES): [H]/N=N/C=C\N=C=O
Frontier orbital gap: 9.1 eV
E: -9675.2195 eV

Structure (XYZ):
```
10
Properties=species:S:1:pos:R:3:forces:R:3:lowdin_charge:R:1
O -2.735 0.226 0.811 0.6 0.0 -0.6 0.166
N 0.235 -0.843 1.410 0.3 0.3 0.0 0.078
N 1.164 -0.123 1.000 -0.3 -0.3 0.1 -0.056
N -1.146 0.434 -0.940 -0.3 -0.1 0.4 0.134
C 0.196 0.297 -1.244 0.2 -0.1 0.1 -0.130
C -1.890 0.300 0.006 -0.3 0.0 0.2 -0.314
C 1.209 0.044 -0.404 0.0 0.0 -0.2 -0.150
H 2.225 0.059 -0.784 -0.1 0.0 0.0 0.096
H 0.324 -0.871 2.437 -0.1 0.0 -0.1 0.070
H 0.419 0.479 -2.292 0.0 0.0 0.2 0.106
```
Positions in Å, forces in eV/Å.

=====

2.
C26H34NV as an isolated structure at a distorted geometry. Source: the Open Molecules 2025 dataset; level of theory: ωB97M-V/def2-TZVPD.

Values from the calculation:
E_HOMO (alpha / beta): -10.57 / -10.00 eV
Frontier orbital gap (alpha / beta): 7.1 / 6.8 eV
Total charge: +1
2S+1: 2
Expectation value of S²: 0.769
E: -54684.0085 eV

Structure (XYZ):
```
62
Properties=species:S:1:pos:R:3:forces:R:3:lowdin_charge:R:1
V 0.157 -0.770 0.605 -2.9 4.7 2.4 0.854
N 0.496 0.487 2.431 -0.1 0.3 0.4 0.000
C -1.028 1.651 -1.941 -1.3 -0.3 -1.6 -0.231
C -3.163 0.382 -1.799 -0.2 0.0 0.1 -0.046
C -1.015 1.601 -3.352 0.0 0.1 0.2 -0.021
C 3.361 -0.960 0.782 0.4 0.2 0.2 -0.014
C 1.270 -2.513 0.947 0.5 -0.2 -1.5 -0.282
C -0.068 2.308 -1.279 1.9 0.7 1.2 -0.082
C -2.182 1.291 -1.056 -1.3 -0.8 -0.4 -0.505
C 1.118 0.487 4.762 -0.1 -0.5 -0.2 -0.029
C 1.102 1.878 4.800 0.0 -0.1 -0.3 -0.031
C 1.049 2.852 -1.915 -0.2 0.2 -0.3 -0.062
C 1.455 -1.203 -0.968 0.3 -1.9 -0.2 -0.277
C -2.134 -0.646 0.709 0.5 0.7 -0.3 -0.052
C 0.781 -0.180 3.581 0.0 0.8 -0.2 -0.089
C 1.616 -3.238 2.197 0.0 0.1 0.6 -0.018
C 0.458 1.848 2.473 0.2 -0.6 0.7 -0.088
C 0.019 2.243 -4.032 0.1 -0.1 0.4 -0.061
C -2.924 2.608 -0.719 -0.3 0.0 0.0 -0.016
C 2.078 -1.519 0.288 0.1 -0.9 -0.4 -0.283
C 2.073 -0.394 -2.047 0.0 0.6 -0.1 0.000
C 0.746 2.564 3.639 -0.1 -0.2 -0.5 -0.024
C -0.934 -3.778 0.426 -0.2 -0.4 0.0 -0.023
C 0.131 -2.788 0.117 0.1 -0.4 -0.7 -0.295
C -1.779 0.650 0.279 -0.3 -1.3 0.8 -0.179
C 0.252 -1.985 -1.078 1.4 -1.1 0.0 -0.278
C -0.615 -2.043 -2.281 -0.4 0.1 -0.4 -0.005
C 1.066 2.850 -3.315 0.0 -0.1 0.2 -0.073
H -3.246 3.112 -1.640 0.1 -0.1 0.2 0.105
H 4.200 -1.635 0.558 -0.2 0.2 0.0 0.104
H -2.289 3.305 -0.162 0.0 -0.1 -0.1 0.088
H 0.719 -1.270 3.541 0.2 0.4 0.0 0.100
H 1.854 3.283 -1.320 -0.2 0.1 -0.3 0.111
H 0.686 3.649 3.605 0.1 -0.2 0.1 0.120
H 1.326 -0.131 -2.801 0.2 0.1 0.0 0.076
H -1.608 -2.446 -2.046 0.2 0.1 -0.1 0.082
H 1.981 -4.254 1.981 -0.1 0.3 -0.1 0.112
H -3.993 0.145 -1.128 0.0 -0.1 -0.2 0.096
H -3.813 2.397 -0.112 0.1 0.0 -0.1 0.099
H -0.730 -1.042 -2.718 0.0 -0.3 0.0 0.065
H 0.014 2.261 -5.121 0.1 0.0 0.3 0.112
H -2.709 -1.332 0.072 0.4 0.3 0.3 0.075
H 1.356 2.415 5.712 -0.1 -0.1 -0.2 0.124
H 3.335 -0.804 1.868 0.1 0.0 -0.2 0.078
H 2.888 -0.946 -2.543 -0.3 0.1 0.2 0.113
H -1.633 1.400 1.070 0.1 -0.5 -0.2 0.087
H 2.404 -2.710 2.746 -0.1 -0.2 0.0 0.083
H 0.742 -3.338 2.853 0.2 -0.1 0.0 0.083
H 3.569 0.005 0.305 0.0 -0.2 0.1 0.086
H -1.824 1.120 -3.912 0.4 0.2 0.2 0.117
H 0.174 2.370 1.558 0.3 -0.3 0.4 0.092
H 2.489 0.536 -1.641 0.0 -0.1 -0.3 0.076
H -2.164 -0.865 1.791 0.0 0.1 -0.5 0.085
H -1.848 -3.569 -0.141 0.2 -0.1 0.2 0.077
H -0.610 -4.800 0.178 -0.1 0.2 0.1 0.101
H 1.884 3.324 -3.859 -0.2 -0.2 0.2 0.110
H -0.174 -2.686 -3.059 0.0 0.1 0.3 0.111
H -2.681 -0.547 -2.118 -0.2 0.2 0.0 0.061
H -1.183 -3.762 1.496 0.0 -0.1 -0.3 0.088
H -3.564 0.883 -2.687 0.0 -0.1 0.2 0.093
H -0.317 2.368 -0.208 1.1 0.4 -0.6 0.078
H 1.380 -0.117 5.631 -0.1 0.3 -0.2 0.121
```
Positions in Å, forces in eV/Å.

=====

3.
A 2-piece molecular cluster, C5H15N2S overall. Source: the Open Molecules 2025 dataset; level of theory: ωB97M-V/def2-TZVPD.

Values from the calculation:
E_HOMO: -12.05 eV
Frontier orbital gap: 9.1 eV
Total charge: +1
E: -19237.1570 eV

Structure (XYZ):
```
23
Properties=species:S:1:pos:R:3:forces:R:3:lowdin_charge:R:1
S -0.684 -0.191 -3.276 0.0 0.0 0.1 0.728
N -0.042 -1.722 0.467 0.0 0.3 -0.3 0.002
N 0.550 -0.172 2.578 0.1 0.1 0.2 0.170
C -0.659 -1.425 -1.943 0.1 -0.2 -0.1 -0.575
C 0.678 1.240 2.163 -0.1 0.1 -0.1 -0.378
C -0.579 2.030 2.307 0.0 -0.1 -0.2 -0.028
C 1.826 1.636 1.646 0.0 -0.3 0.2 0.097
C -0.178 -0.765 -0.665 0.0 -0.1 0.1 -0.339
H -0.410 3.064 2.018 0.0 0.0 0.0 0.097
H -0.949 2.010 3.332 0.0 0.0 0.1 0.093
H -1.492 -0.880 -4.091 0.0 0.0 0.0 -0.133
H -0.873 0.018 -0.362 0.0 0.1 0.0 0.104
H 0.794 -0.297 -0.819 0.0 0.0 0.0 0.111
H -1.361 1.616 1.665 -0.1 0.0 0.0 0.087
H 0.661 -2.410 0.211 0.0 -0.1 0.2 0.112
H 1.429 -0.508 2.972 0.0 0.0 -0.1 0.159
H 1.929 2.633 1.252 0.1 0.1 0.0 0.087
H -0.151 -0.292 3.310 0.0 0.1 -0.1 0.159
H 0.288 -0.822 1.694 0.0 -0.3 0.2 0.093
H 0.011 -2.244 -2.212 0.0 0.0 0.0 0.076
H 2.679 0.967 1.618 0.0 0.1 -0.1 0.084
H -0.917 -2.230 0.574 0.1 0.0 0.1 0.113
H -1.653 -1.846 -1.800 -0.1 0.1 0.0 0.079
```
Positions in Å, forces in eV/Å.

=====

4.
One molecule with the formula C4H4FN at a distorted geometry. Source: the Open Molecules 2025 dataset; level of theory: ωB97M-V/def2-TZVPD.

Values from the calculation:
E_HOMO (alpha / beta): -9.72 / -9.28 eV
Frontier orbital gap (alpha / beta): 9.7 / 9.1 eV
E: -8415.0104 eV

Structure (XYZ):
```
10
Properties=species:S:1:pos:R:3:forces:R:3:lowdin_charge:R:1
F -2.083 0.987 1.925 0.2 -0.4 -0.8 0.073
N 1.489 -0.017 1.373 -0.8 -0.1 0.1 0.179
C -1.150 0.507 1.126 1.3 0.1 1.9 -0.066
C 0.304 -0.184 -0.786 -2.9 -4.6 2.0 -0.165
C -1.066 0.146 -0.112 2.0 0.1 0.1 -0.109
C 1.443 -0.364 0.183 0.1 1.4 0.0 -0.314
H -1.948 0.358 -0.631 -1.2 -0.1 -1.6 0.089
H 0.414 0.493 -1.532 1.1 2.1 -2.2 0.063
H 0.208 -1.234 -1.297 0.1 1.8 0.6 0.143
H 2.389 -0.693 -0.248 0.2 -0.3 -0.2 0.106
```
Positions in Å, forces in eV/Å.

=====

5.
C19H28N6O2Zr as an isolated structure at a distorted geometry. Source: the Open Molecules 2025 dataset; level of theory: ωB97M-V/def2-TZVPD.

Values from the calculation:
E_HOMO: -20.41 eV
Frontier orbital gap: 5.3 eV
Total charge: +4
E: -34431.5168 eV

Structure (XYZ):
```
56
Properties=species:S:1:pos:R:3:forces:R:3:lowdin_charge:R:1
Zr 0.034 0.105 0.179 1.2 -0.5 1.1 1.670
O -3.347 1.074 1.082 4.6 -1.4 -1.6 0.230
O 0.827 3.567 -0.376 -1.0 -4.3 -0.2 0.220
N 1.298 1.472 4.206 0.0 -0.1 -0.9 -0.095
N -0.796 -1.641 1.144 -0.7 -0.9 0.7 0.033
N 2.176 0.072 -0.022 1.6 0.3 0.1 0.035
N -1.005 0.618 -1.717 -1.3 1.0 -1.7 0.009
N 0.261 1.146 2.148 -1.5 -1.0 -3.8 -0.047
N -0.473 2.848 3.615 0.6 -1.1 -1.0 -0.110
C -1.987 -3.402 2.639 -0.1 -0.3 0.0 0.044
C 0.553 2.450 -0.374 1.3 4.8 0.2 -0.015
C -1.322 -2.459 1.784 0.3 0.9 -0.2 -0.086
C 0.361 1.810 3.327 0.1 1.7 2.2 -0.357
C -2.288 0.774 0.733 -5.3 1.4 1.6 -0.003
C -1.243 3.518 2.569 -0.2 0.2 0.3 -0.012
C 3.330 0.228 0.018 -1.2 0.2 0.1 -0.095
C 0.703 -3.329 -1.001 0.3 0.0 0.2 -0.100
C 4.737 0.493 0.093 0.3 -0.1 -0.1 0.043
C 1.778 -1.766 -2.516 -0.1 0.3 -0.3 -0.098
C -1.618 1.084 -2.605 1.2 -0.5 2.3 -0.095
C 1.658 2.240 5.403 0.4 0.3 0.9 0.000
C 1.856 -2.658 -1.442 -0.1 -0.2 0.3 -0.101
C -0.522 -3.106 -1.637 -0.4 0.2 -0.2 -0.097
C 0.547 -1.540 -3.151 0.3 0.1 -0.1 -0.102
C -0.857 3.210 4.978 -0.7 1.0 1.0 -0.020
C -2.394 1.780 -3.583 -0.3 0.0 -0.6 0.041
C 2.248 0.461 3.787 0.3 -0.9 0.0 -0.020
C -0.599 -2.209 -2.712 -0.2 -0.2 0.1 -0.101
H -0.891 3.265 1.559 -0.2 0.3 0.4 0.046
H -2.984 2.577 -3.095 0.2 -0.3 -0.1 0.140
H -1.421 -3.658 -1.328 0.5 0.2 -0.2 0.126
H 2.599 1.834 5.785 -0.2 0.1 -0.2 0.109
H -1.722 2.232 -4.332 -0.2 -0.1 0.1 0.142
H 1.729 -0.507 3.705 0.4 0.2 0.0 0.102
H 5.149 0.043 1.010 -0.1 0.1 -0.2 0.138
H -1.128 2.318 5.584 0.3 0.6 -0.4 0.127
H 0.782 -4.062 -0.186 0.0 0.3 -0.4 0.126
H -2.681 -2.875 3.313 0.2 -0.1 -0.2 0.137
H 2.710 0.725 2.821 -0.1 -0.1 0.3 0.075
H -2.553 -4.115 2.021 0.1 0.1 0.1 0.137
H 4.913 1.580 0.104 -0.1 -0.2 0.0 0.140
H -1.755 3.847 4.892 0.2 -0.5 0.0 0.117
H -3.078 1.072 -4.081 0.2 0.2 0.0 0.140
H 3.041 0.380 4.540 -0.3 -0.1 -0.3 0.113
H 2.681 -1.267 -2.895 -0.4 -0.3 0.2 0.126
H -1.237 -3.945 3.233 -0.1 0.1 -0.1 0.139
H -1.103 4.604 2.687 -0.2 -0.3 -0.1 0.136
H 5.231 0.051 -0.785 0.0 0.1 0.2 0.138
H 2.823 -2.874 -0.967 -0.5 0.1 -0.3 0.125
H 0.914 2.103 6.207 0.5 0.2 -0.5 0.109
H -0.117 3.865 5.490 -0.6 -0.7 -0.4 0.110
H 0.502 -0.866 -4.017 0.0 -0.4 0.4 0.126
H -1.558 -2.069 -3.231 0.5 -0.1 0.2 0.126
H 1.830 3.309 5.180 -0.2 -0.6 0.0 0.123
H -0.586 1.579 1.698 0.6 0.2 1.2 -0.058
H -2.302 3.254 2.698 0.2 0.3 -0.3 0.113
```
Positions in Å, forces in eV/Å.

=====

6.
C15H13AsN3O7PtS2 as an isolated structure. Source: the Open Molecules 2025 dataset; level of theory: ωB97M-V/def2-TZVPD.

Values from the calculation:
E_HOMO (alpha / beta): -4.58 / -4.68 eV
Frontier orbital gap (alpha / beta): 6.1 / 6.2 eV
Total charge: -1
E: -120325.5683 eV

Structure (XYZ):
```
42
Properties=species:S:1:pos:R:3:forces:R:3:lowdin_charge:R:1
Pt 0.898 -0.257 1.172 0.3 -0.5 0.5 1.052
As 0.971 -3.429 0.816 -0.1 0.2 -0.2 0.851
S 2.326 0.890 3.710 0.1 -0.3 0.1 0.647
S 3.362 -0.852 -0.322 -0.6 -0.2 0.0 0.472
O -0.009 -4.714 0.592 0.1 0.1 0.1 -0.479
O 3.628 0.522 -0.672 0.0 0.0 0.0 -0.324
O 4.381 -1.816 -0.636 0.1 0.0 0.4 -0.287
O 0.522 -2.292 1.991 -0.1 0.0 -0.5 -0.568
O 2.875 -0.994 1.118 0.0 0.2 -0.4 -0.520
O 2.612 -3.973 1.080 0.0 -0.1 0.1 -0.241
O 2.809 1.845 4.709 -0.1 0.2 0.0 -0.598
N 0.867 1.956 -0.112 0.1 -0.1 0.0 0.055
N -1.048 0.259 1.026 0.4 0.1 0.6 -0.057
N 1.357 1.333 2.682 0.0 0.5 -0.3 -0.537
C 1.705 -0.696 -2.451 0.0 0.0 0.1 -0.081
C -3.730 0.897 1.078 -0.1 0.1 0.0 -0.011
C 1.029 -2.377 -0.846 -0.1 -0.2 -0.2 -0.252
C -3.238 2.995 -0.141 0.0 -0.1 0.1 -0.045
C -2.812 1.796 0.484 -0.2 0.1 0.0 -0.150
C -3.296 -0.274 1.609 0.3 -0.1 0.0 -0.026
C -1.915 -0.567 1.566 -0.3 0.0 0.0 -0.076
C 0.635 -1.023 -3.268 0.0 0.0 0.0 -0.086
C -1.449 1.459 0.491 0.2 -0.1 -0.1 -0.126
C -0.953 3.466 -0.727 -0.1 0.1 -0.1 -0.017
C -0.490 2.332 -0.118 -0.2 -0.2 0.1 -0.231
C -2.325 3.802 -0.746 0.2 0.0 0.0 -0.077
C -0.237 -2.030 -2.887 0.0 0.0 0.0 -0.085
C -0.030 -2.705 -1.693 0.0 0.0 0.0 -0.101
C 1.900 -1.351 -1.239 0.1 0.0 -0.3 -0.308
H -4.293 3.241 -0.136 0.0 0.0 0.0 0.109
H 1.387 2.236 -0.931 0.0 0.0 0.0 0.095
H 0.490 -0.498 -4.205 0.0 0.0 0.0 0.098
H -3.967 -0.987 2.067 0.0 0.0 0.0 0.110
H -1.492 -1.482 1.970 0.0 0.0 0.0 0.101
H 2.396 0.087 -2.736 0.0 0.0 0.0 0.108
H -4.782 1.160 1.090 0.0 0.0 0.0 0.117
H -0.687 -3.512 -1.390 0.0 0.0 0.0 0.091
H 3.190 -3.207 1.217 0.0 0.0 0.0 0.014
H -0.234 4.128 -1.194 0.0 0.0 0.0 0.114
H -2.639 4.715 -1.235 0.0 0.0 0.0 0.102
H 1.357 2.217 0.743 -0.1 0.0 0.1 0.047
H -1.072 -2.298 -3.523 0.0 0.0 0.0 0.098
```
Positions in Å, forces in eV/Å.